Arrangement A

The following is a DFT calculation (ωB97M-V with the def2-TZVPD basis set) of C2H3AgLiO as an isolated structure.

```
! wB97M-V def2-TZVPD RIJCOSX def2/J DEFGRID3
* xyz 1 3
O -0.85540 -0.12876 -1.07432
C 0.29915 0.36651 -0.63955
Ag -1.07955 -1.17670 0.57400
Li 0.56770 2.17997 0.52888
H 1.12483 0.35753 -1.37829
C 0.70937 -0.06889 0.97730
H 0.50339 0.41169 1.95590
H 1.80192 -0.15957 0.97598
*
```

Output
E_HOMO (spin up / spin down) (eV): -11.6 / -13.8

---

Arrangement B

The following is a DFT calculation (ωB97M-V with the def2-TZVPD basis set) of C2H3AgLiO as an isolated structure.

```
! wB97M-V def2-TZVPD RIJCOSX def2/J DEFGRID3
* xyz 1 3
O 0.99538 0.33591 0.10110
C 0.47564 0.31311 -1.08119
Li 0.01643 0.71772 1.52508
Ag 0.33228 -1.77707 -0.13851
H 0.92591 1.05943 -1.77082
C -1.57043 -0.51587 0.34311
H -2.45390 -1.01183 -0.09870
H -2.19511 0.12454 0.99394
*
```

Output
E_HOMO (spin up / spin down) (eV): -12.2 / -13.2

---

Last place for stability: arrangement B

---

Arrangement A

The following is a DFT calculation (ωB97M-V with the def2-TZVPD basis set) of a 2-piece molecular cluster, C6H16 overall.

```
! wB97M-V def2-TZVPD RIJCOSX def2/J DEFGRID3
* xyz 1 2
C 1.10257 1.59449 0.95748
C 1.00387 1.38325 2.51985
C 1.67431 0.36542 0.30723
C -0.32270 1.86847 0.37416
H 1.76725 2.43881 0.78993
H 0.13337 1.91462 2.91044
H 2.68766 0.07921 0.70432
H 1.15913 -0.57067 0.49012
H 2.00453 0.54864 -0.72309
H -1.07022 1.97260 1.14294
H -0.29912 2.75995 -0.22674
H -0.70100 1.05177 -0.23302
H 1.87505 1.79924 2.97308
H 1.04066 0.32690 2.79112
C -2.15089 -2.39768 -1.43234
C -1.06805 -2.48230 -2.48407
H -2.96767 -3.04873 -1.71461
H -1.75932 -2.37883 -0.42222
H -2.49549 -1.36512 -1.63197
H -1.10118 -3.48648 -2.93464
H -0.19039 -1.92142 -2.14746
H -1.24313 -1.91364 -3.43170
*
```

Output
E_HOMO (spin up / spin down) (eV): -13.6 / -13.6

---

Arrangement B

The following is a DFT calculation (ωB97M-V with the def2-TZVPD basis set) of a 2-piece molecular cluster, C6H16 overall.

```
! wB97M-V def2-TZVPD RIJCOSX def2/J DEFGRID3
* xyz 1 2
C -1.85367 -0.51143 -0.73406
C -2.60988 0.53450 -1.57078
C -1.55864 -1.89440 -1.30948
C -0.59945 0.03767 0.02229
H -2.64459 -0.90187 0.09872
H -3.60376 0.10453 -1.48685
H -2.48059 0.52869 -2.61617
H -0.49894 -1.81957 -1.83601
H -1.48418 -2.62714 -0.60223
H -2.32535 -2.17272 -1.97614
H -0.87713 0.30834 1.01075
H 0.30862 -0.63177 0.05231
H -0.27266 1.07295 -0.30109
H -2.44329 1.59919 -1.34089
C 2.95802 0.02144 1.49537
C 2.71463 1.55947 1.66788
H 3.01567 -0.10536 0.43937
H 3.99691 -0.33937 1.84576
H 2.24245 -0.58452 2.01521
H 2.98142 2.18095 0.83647
H 3.37658 1.87916 2.38426
H 1.65783 1.76125 1.90528
*
```

Output
E_HOMO (spin up / spin down) (eV): -14.2 / -14.2

---

Last place for stability: arrangement A

---

Arrangement A

The following is a DFT calculation (ωB97M-V with the def2-TZVPD basis set) of one molecule with the formula C10H10N2O2S.

```
! wB97M-V def2-TZVPD RIJCOSX def2/J DEFGRID3
* xyz 0 1
C 2.05097 -1.53368 1.94618
C 2.29402 -0.45141 1.15096
C 0.84251 -2.18077 1.90091
C 1.27795 0.02276 0.27972
C -0.22730 -1.62822 1.14913
C 0.00755 -0.54220 0.30149
C -2.12870 0.58360 0.33219
C -1.28295 2.57601 -0.68644
C -1.07556 0.06733 -0.53003
C -1.47257 -0.70418 -1.81068
N -2.19286 2.00994 0.21812
N -1.04381 3.87737 -0.72350
O -2.84259 -0.07027 1.03390
O -0.53460 1.46382 -1.03957
S 0.25013 4.61393 -1.45776
H 2.83689 -1.81352 2.63131
H 3.26626 -0.01425 0.94208
H 0.57924 -2.82609 2.63627
H 1.44366 0.88586 -0.35794
H -1.11736 -2.16418 1.24514
H -0.67265 -1.40251 -2.01625
H -1.68771 0.06841 -2.65767
H -2.39797 -1.19402 -1.63068
H -2.89425 2.53607 0.70708
H -0.52997 5.70350 -1.74466
*
```

Output
E_HOMO (eV): -8.2
SMILES: C[C@@]1(c2ccccc2)O/C(=N\S)NC1=O

---

Arrangement B

The following is a DFT calculation (ωB97M-V with the def2-TZVPD basis set) of one molecule with the formula C10H10N2O2S.

```
! wB97M-V def2-TZVPD RIJCOSX def2/J DEFGRID3
* xyz 0 1
C 2.75261 1.67797 -1.83026
C -2.77906 0.81199 -1.53212
C 1.96321 1.48135 -0.70787
C -1.38952 0.83882 -1.32021
C 2.63284 0.50533 -2.56264
C -3.45420 0.24334 -0.55120
C 1.36987 0.25482 -0.78582
C -1.07294 0.20642 -0.16012
C 0.61155 0.21147 1.65820
C 0.36321 -0.22275 0.19168
N 1.90930 -0.36148 -1.86196
N 0.40903 -1.71724 0.00980
O -0.12682 -2.20206 -0.99129
O 1.06258 -2.30336 0.86281
S -2.51513 -0.37447 0.65933
H 3.40463 2.53364 -2.24028
H -3.34566 1.49974 -2.16659
H 1.80588 2.30121 0.00475
H -0.70317 1.40562 -1.99648
H 3.11637 0.13258 -3.36798
H -4.51989 0.39445 -0.51736
H -0.20113 -0.22320 2.30603
H 0.58948 1.21624 1.73352
H 1.57485 -0.18041 2.10869
H 1.47655 -1.22297 -2.29562
*
```

Output
E_HOMO (eV): -8.5
SMILES: C[C@](c1ccc[nH]1)(c1cccs1)[N+](=O)[O-]

---

Last place for stability: arrangement B

---

Arrangement A

The following is a DFT calculation (ωB97M-V with the def2-TZVPD basis set) of an isolated ion of composition C5H11N and charge -1.

```
! wB97M-V def2-TZVPD RIJCOSX def2/J DEFGRID3
* xyz -1 2
C -0.24554 -1.26371 2.04991
C -0.91776 -0.65207 0.71229
C -0.12396 -1.06847 -0.57034
C 0.24872 0.11372 -1.50005
C 0.36067 1.35094 -0.96919
N 0.89254 2.55946 -1.57182
H 0.52945 -0.52646 2.34038
H 0.14107 -2.23329 2.04847
H -1.06282 -1.40093 2.76740
H -1.99786 -0.86878 0.77874
H -0.79205 0.37407 0.73340
H 0.70774 -1.71778 -0.28435
H -0.85520 -1.54878 -1.12304
H 0.34304 -0.06154 -2.60754
H 0.26925 1.46706 0.15915
H 1.78046 2.19942 -1.99008
H 0.72225 3.27711 -0.97334
*
```

Output
E_HOMO (spin up / spin down) (eV): 1.5 / -4.3

---

Arrangement B

The following is a DFT calculation (ωB97M-V with the def2-TZVPD basis set) of C5H11N as an isolated structure.

```
! wB97M-V def2-TZVPD RIJCOSX def2/J DEFGRID3
* xyz -1 2
C 1.34676 0.78835 0.06418
C -0.08388 1.11233 -0.68470
C -0.98229 -0.04885 -0.27855
C -1.73762 0.13358 0.84478
C -0.62627 -1.41473 -0.74090
N 1.62612 -0.56570 0.77199
H 1.54526 1.78183 0.41297
H 0.69212 0.27911 1.18956
H -0.36361 2.17482 -0.41026
H 0.15786 1.33005 -1.72948
H -2.46360 -0.65492 1.15950
H -1.36900 0.85704 1.61479
H -0.07380 -1.38202 -1.67717
H -1.58740 -1.92656 -0.88007
H -0.05498 -1.75663 0.11844
H 2.50564 -0.79959 0.33565
H 2.12846 0.63273 -0.76673
*
```

Output
E_HOMO (spin up / spin down) (eV): 0.2 / -2.7

---

Arrangement C

The following is a DFT calculation (ωB97M-V with the def2-TZVPD basis set) of an isolated ion of composition C5H11N and charge -1.

```
! wB97M-V def2-TZVPD RIJCOSX def2/J DEFGRID3
* xyz -1 2
C -2.37296 -0.48689 -0.45515
C -1.12509 -0.68639 0.41704
C -0.07839 0.51379 0.27483
C 0.66176 0.39533 -1.06776
N 1.77427 1.03201 -0.37477
C 2.60329 0.10466 0.36872
H -2.66651 0.56087 -0.38925
H -2.16474 -0.70900 -1.50435
H -3.12479 -1.21458 -0.13771
H -0.55155 -1.53112 0.03474
H -1.45283 -0.76201 1.46393
H -0.78543 1.36490 0.25802
H 0.30683 0.64520 1.28985
H 0.42490 1.14350 -1.83689
H 2.15743 -0.89778 0.29902
H 2.77859 0.40756 1.41592
H 3.61519 0.11996 -0.05619
*
```

Output
E_HOMO (spin up / spin down) (eV): -1.1 / -1.5

---

Arrangement D

The following is a DFT calculation (ωB97M-V with the def2-TZVPD basis set) of a 2-piece molecular cluster, C5H11N overall.

```
! wB97M-V def2-TZVPD RIJCOSX def2/J DEFGRID3
* xyz -1 2
C 0.50933 -0.92621 2.25924
C 1.19140 -0.77838 0.93435
C 2.13899 0.13440 0.72132
H 1.01590 -1.56070 2.99010
H 0.42336 0.02094 2.79535
H -0.51676 -1.28755 2.18039
H 0.57119 -1.01780 0.09947
H 2.47313 0.35057 -0.28526
H 2.62014 0.73217 1.47873
C -1.03034 -0.54336 -2.13219
C -1.73887 0.49241 -1.70180
N -1.19943 1.51161 -0.91838
H 0.04258 -0.47858 -2.13238
H -1.51628 -1.34045 -2.67907
H -2.77610 0.61999 -1.94880
H -0.33446 1.95178 -1.18677
H -1.87377 2.11916 -0.47430
*
```

Output
E_HOMO (spin up / spin down) (eV): 1.4 / -4.4

---

Last place for stability: arrangement B